1.
The following is a DFT calculation (the ωB97M-V functional and the def2-TZVPD basis) of a molecular structure, C33H30F2N6O5S3W.

```
80
Properties=species:S:1:pos:R:3:mulliken_charge:R:1
W -0.41808 0.13521 1.02495 0.49
O -2.20345 1.35870 1.34459 -0.65
N -2.00613 2.63677 1.65284 0.49
C -2.94702 3.51762 1.26162 -0.16
C -2.84797 4.84077 1.59203 -0.86
C -1.74886 5.26391 2.34189 -0.14
C -0.78805 4.35317 2.70909 -0.87
C -0.89588 3.00521 2.34227 0.67
S 0.31470 1.82582 2.66121 -0.36
H -3.74491 3.08030 0.68093 0.48
H -3.60891 5.52952 1.25838 0.41
H -1.64182 6.30502 2.61458 0.39
H 0.09333 4.64741 3.26014 0.45
O -0.74999 4.88789 -4.27315 -0.73
C -1.32601 3.78445 -4.31279 0.48
O -2.02892 3.24950 -5.18092 -0.72
C -1.10151 2.91662 -3.03706 0.08
C -0.37311 3.43647 -1.97448 -1.59
C -0.11501 2.65417 -0.87031 -0.31
N -0.57998 1.39935 -0.77381 0.99
C -1.31876 0.90019 -1.77797 0.67
C -1.58703 1.61918 -2.92398 -0.88
C -1.85324 -0.48403 -1.52415 0.14
O -2.48162 -1.08817 -2.37047 -0.76
O -1.56218 -0.94426 -0.33814 -0.66
H -0.01589 4.45348 -2.05256 0.77
H 0.50893 2.99438 -0.05307 0.63
H -2.16771 1.18405 -3.72480 0.64
F -1.65580 -0.66162 3.65233 -0.34
C -1.75225 -1.00608 2.32062 -0.20
F -1.53356 -2.37468 2.27993 -0.28
H -2.79322 -0.85838 2.02333 0.34
C 3.00323 4.12624 -1.89958 -0.97
N 3.01600 2.73714 -2.26941 0.17
C 2.96906 2.32671 -3.66575 -0.49
C 2.93807 0.79123 -3.57692 -0.43
N 3.17489 0.55533 -2.15643 0.07
C 3.05235 1.68693 -1.42738 0.15
S 2.90993 1.72108 0.23945 -0.32
H 3.89051 4.63112 -2.29315 0.32
H 3.00487 4.19007 -0.81358 0.30
H 2.11788 4.62293 -2.30058 0.31
H 3.84618 2.69734 -4.20431 0.31
H 2.07696 2.73468 -4.14599 0.26
H 3.71844 0.33024 -4.18142 0.38
H 1.97309 0.38546 -3.88535 0.24
H 2.91743 -0.31474 -1.71296 -0.20
N 0.23088 -3.49388 -0.08547 -0.25
C 0.07227 -3.04679 -1.34526 0.42
N -1.01428 -3.47785 -2.01364 -0.44
S 1.17242 -1.99162 -2.05802 -0.34
H -0.58842 -3.78659 0.42706 0.33
H 0.89251 -2.97280 0.47085 -0.29
H -1.80716 -3.77229 -1.46271 0.27
H -1.27448 -2.91776 -2.81149 0.28
C 1.01974 -1.00651 1.70095 1.19
C 1.94246 -1.74008 2.14432 -0.66
C 2.91122 -2.54312 2.61784 -0.41
C 4.12801 -2.74226 1.81280 0.45
C 5.35417 -3.05292 2.40907 -0.24
C 6.50151 -3.18668 1.64319 -0.80
C 6.45165 -3.01534 0.26722 -0.48
C 5.24081 -2.70042 -0.33619 -0.60
C 4.09380 -2.56294 0.42451 0.33
C 2.69430 -3.18300 3.93062 0.54
C 1.87879 -2.56950 4.88815 -0.50
C 1.62580 -3.18381 6.10213 -0.68
C 2.18001 -4.42402 6.39148 -0.43
C 2.98429 -5.04624 5.44768 -0.74
C 3.23939 -4.43481 4.23019 -0.22
H 5.41080 -3.17032 3.48368 0.55
H 7.44215 -3.41728 2.12815 0.38
H 7.34935 -3.12021 -0.32870 0.38
H 5.18627 -2.56040 -1.40867 0.43
H 3.15878 -2.30362 -0.06087 -0.29
H 1.43383 -1.60813 4.66240 0.43
H 0.99017 -2.69039 6.82639 0.40
H 1.98022 -4.90471 7.34066 0.37
H 3.41026 -6.01999 5.65600 0.38
H 3.85263 -4.93837 3.49392 0.55
```

charge: -1
energy: -93655.00260 eV
2S+1: 2
Kohn-Sham gap (spin up / spin down): 0.2362 / 0.2464 Eh



2.
The following is a DFT calculation (the ωB97M-V functional and the def2-TZVPD basis) of 8 unconnected molecules or ions with the total composition C18H52N6O8.

```
84
Properties=species:S:1:pos:R:3:mulliken_charge:R:1
N 3.23419 -4.28216 -1.53047 -0.34
C 1.92623 -4.67423 -1.42717 0.63
N 1.73362 -5.98132 -1.73040 -0.49
O 1.04553 -3.93202 -0.99399 -0.56
H 3.48307 -3.37198 -1.19278 0.17
H 3.86337 -4.87715 -2.02853 0.15
H 2.41848 -6.36971 -2.34853 0.16
H 0.78811 -6.32187 -1.68083 0.26
N 0.75644 1.37331 0.35033 0.30
C 0.35606 0.20208 -0.21575 0.05
N 1.28369 -0.79156 -0.23292 0.16
O -0.77727 -0.02588 -0.66335 -0.41
H 0.08382 2.05872 0.64757 0.07
H 1.75754 1.48195 0.48481 0.13
H 2.24168 -0.49689 -0.22356 0.01
H 0.93101 -1.71928 -0.42244 -0.04
N 1.03702 4.35450 3.27548 -0.37
C -0.19845 4.69538 2.85792 0.65
N -0.88972 5.54290 3.68432 -0.48
O -0.68901 4.29061 1.80562 -0.56
H 1.37820 4.81514 4.10128 0.16
H 1.70610 3.93651 2.65904 0.19
H -0.57527 5.59104 4.63805 0.17
H -1.84622 5.76650 3.48780 0.24
C -1.00499 4.40196 -2.51580 -1.27
C -2.00952 3.24286 -2.34384 0.62
C -2.27326 2.92870 -0.85574 -0.73
O -3.20930 3.63599 -2.93438 -0.60
H -1.05470 4.77557 -3.53701 0.37
H -0.00945 3.97818 -2.34403 0.31
H -1.12637 5.21718 -1.80087 0.27
H -1.52302 2.35038 -2.74240 0.06
H -3.06231 2.22095 -0.60473 0.37
H -2.43524 3.82639 -0.24998 0.49
H -1.37982 2.50754 -0.40139 -0.41
H -3.69157 4.27398 -2.40716 0.35
C -1.61189 -3.08304 -4.46478 -1.75
C -0.89316 -2.48442 -3.26354 1.13
C 0.21092 -1.53635 -3.65273 -1.07
O -1.85615 -1.86877 -2.39643 -0.36
H -2.25657 -3.93386 -4.21889 0.39
H -0.90429 -3.57598 -5.14054 0.45
H -2.27362 -2.46208 -5.07230 0.34
H -0.55297 -3.35916 -2.70745 -0.08
H 0.49482 -1.73663 -4.68911 0.45
H 1.08349 -1.73276 -3.02380 0.17
H 0.07737 -0.45410 -3.62449 0.24
H -1.52069 -1.00313 -2.11884 0.17
C 5.63588 0.14987 -0.20545 -1.51
C 4.52429 0.34794 0.84717 0.69
C 5.16155 0.77645 2.16916 -1.47
O 3.60746 1.35510 0.45934 -0.65
H 5.11843 0.11482 -1.16926 0.39
H 6.36964 -0.60270 0.06025 0.39
H 6.14711 1.10607 -0.37186 0.37
H 4.08964 -0.62692 1.06797 0.26
H 5.95352 0.10477 2.49735 0.39
H 4.40498 0.79965 2.96153 0.30
H 5.48050 1.82224 2.20416 0.36
H 4.04587 2.20847 0.38823 0.27
C -3.82406 -0.77884 0.70812 -0.66
C -4.56227 -1.96982 0.08360 0.25
C -5.42155 -1.42880 -1.09567 -1.28
O -3.65759 -2.93102 -0.37906 -0.57
H -4.46614 -0.09092 1.26029 0.55
H -3.22483 -0.28828 -0.05633 -0.11
H -3.13833 -1.18332 1.45919 0.11
H -5.21870 -2.53591 0.75146 0.40
H -4.80924 -0.81240 -1.75533 0.25
H -6.08229 -0.67526 -0.64545 0.40
H -6.06638 -2.15778 -1.57981 0.33
H -2.92745 -2.49010 -0.85236 0.35
C -0.76440 0.22811 3.42241 -1.29
C 0.13061 -1.00229 3.34920 1.43
C 1.33426 -0.85228 4.28099 -1.36
O -0.62053 -2.13562 3.84483 -0.59
H -0.16888 1.12806 3.55391 0.18
H -1.58294 0.09629 4.13929 0.56
H -1.41729 0.29051 2.54410 0.21
H 0.36080 -1.22748 2.30664 -0.34
H 2.14113 -1.53384 4.01712 0.34
H 0.92359 -0.93937 5.28667 0.34
H 1.76778 0.15274 4.26195 0.26
H -1.51013 -1.81212 3.99437 0.30
```

SMILES string: NC(N)=O.NC(N)=O.NC(N)=O.CC(C)O.CC(C)O.CC(C)O.CC(C)O.CC(C)O
energy: -44831.37348 eV
2S+1: 1
Kohn-Sham gap: 0.3148 Eh



3.
The following is a DFT calculation (the ωB97M-V functional and the def2-TZVPD basis) of a single C5H10O molecule.

```
16
Properties=species:S:1:pos:R:3:mulliken_charge:R:1
C -2.74498 -0.03696 0.29134 -0.77
C -1.49765 0.15580 -0.44238 -0.07
C -0.32105 -0.71432 -0.02879 -0.62
C 0.94212 -0.00610 -0.35007 -0.03
C 1.19872 1.33084 0.28898 -0.96
O 2.03161 -0.81739 0.01855 -0.57
H -2.87571 -0.69118 1.27307 0.24
H -3.51335 0.67908 -0.12940 0.25
H -1.14450 0.96586 -1.39605 0.21
H -0.31498 -1.09878 0.98920 0.39
H -0.28629 -1.65797 -0.47749 0.40
H 0.87212 0.11247 -1.42933 0.33
H 1.97148 1.97532 -0.25596 0.26
H 0.09373 1.75717 0.44300 0.33
H 1.50534 1.17098 1.37262 0.26
H 1.97634 -1.04938 0.90743 0.35
```

SMILES string: C=CC[C@@H](C)O
energy: -7391.43328 eV
2S+1: 1
Kohn-Sham gap: 0.3793 Eh



4.
The following is a DFT calculation (the ωB97M-V functional and the def2-TZVPD basis) of a molecular structure, C37H37BrIrN6O5S2.

```
89
Properties=species:S:1:pos:R:3:mulliken_charge:R:1
Ir 0.97719 0.30409 -0.36903 2.79
Br -0.39810 1.30776 6.74448 -0.11
C -0.36498 0.63938 4.98938 -0.15
C -1.46214 0.82124 4.16201 -0.71
C -1.41386 0.35749 2.85408 -0.39
C -0.27481 -0.28221 2.39944 -1.05
C 0.80783 -0.49868 3.23382 0.41
C 0.76568 -0.03215 4.53606 -0.83
N -0.21954 -0.69816 1.00936 0.54
C -0.89611 -1.75766 0.74146 -0.23
C -1.13688 -1.23530 -1.59886 1.98
C -1.83670 -1.93573 -2.71267 -1.80
C -1.16032 -2.34230 -3.81076 -0.53
C 0.21992 -2.07663 -3.91773 -1.45
C 0.87619 -1.33427 -2.88564 0.16
N 0.24976 -0.89850 -1.80103 0.38
H -2.34356 1.32707 4.53084 0.48
H -2.25734 0.50610 2.18900 0.47
H 1.68712 -1.00681 2.85479 0.14
H 1.60376 -0.18560 5.20176 0.51
H -1.32363 -2.36001 1.53909 0.59
H -2.89525 -2.11389 -2.57609 0.61
H -1.67265 -2.86477 -4.60729 0.56
H 0.78188 -2.39261 -4.78451 0.55
H 1.92604 -1.08218 -2.95531 0.78
C 0.45380 1.66703 -8.02024 -1.47
C 0.55069 1.84754 -6.53220 0.86
C 1.56134 1.23627 -5.79555 -0.95
C 1.65320 1.40762 -4.42236 -0.41
C 0.71607 2.20711 -3.77885 0.02
C -0.28184 2.86441 -4.49850 -0.53
C -0.36456 2.66350 -5.86510 -0.79
S 0.82336 2.51868 -2.05516 1.65
O 0.62821 3.90940 -1.84388 -0.69
O 2.05277 1.77526 -1.56679 -0.80
N -0.25240 1.65928 -1.20435 -0.87
C -1.59527 1.38765 -1.67923 -0.44
C -2.02371 0.01693 -1.14952 -0.16
O -3.00112 -0.18452 -0.50044 -0.50
O -1.18418 -2.20146 -0.49235 -0.29
H 1.26204 1.04812 -8.40404 0.37
H 0.49193 2.63268 -8.52497 0.37
H -0.49542 1.20098 -8.28922 0.34
H 2.30426 0.63791 -6.30904 0.40
H 2.46787 0.96896 -3.86201 0.64
H -0.96378 3.54082 -3.99940 0.54
H -1.13717 3.16929 -6.43064 0.45
H -1.62951 1.30889 -2.77762 0.33
H -2.31742 2.13786 -1.35855 0.40
C 2.03024 -4.07432 1.26472 -1.04
C 2.28527 -3.70364 -0.18462 -0.34
S 3.18422 -2.17255 -0.47494 0.36
O 2.45377 -1.11605 0.35656 -1.36
C 4.75175 -2.41296 0.38702 -0.65
C 4.72752 -2.22091 1.90014 -0.90
H 1.31037 -4.89142 1.30030 0.44
H 1.62078 -3.23056 1.82232 0.11
H 2.93499 -4.41214 1.76302 0.27
H 1.34717 -3.55125 -0.73266 0.06
H 2.85055 -4.46703 -0.72740 0.71
H 5.41610 -1.69656 -0.09752 0.45
H 5.08315 -3.40710 0.07921 0.55
H 3.94308 -1.52474 2.19728 0.06
H 5.68043 -1.80078 2.21542 0.38
H 4.58456 -3.15731 2.43207 0.33
N 4.28434 4.62879 4.38424 0.04
C 4.24135 5.59842 5.36400 0.76
C 5.23727 6.21093 6.12419 -1.07
C 4.81470 7.15474 7.03180 -0.42
C 3.45192 7.48507 7.18576 -0.52
C 2.47628 6.87885 6.43221 -0.82
C 2.88415 5.91766 5.50101 0.61
N 2.13065 5.16948 4.61936 -0.59
C 2.99023 4.42662 3.97748 -0.34
C 2.58054 3.46929 2.95462 1.28
C 1.25035 3.47066 2.53783 -0.81
C 0.83286 2.55762 1.60251 -0.30
N 1.65859 1.63663 1.07317 0.34
C 2.94911 1.65315 1.43835 -0.50
C 3.44023 2.54277 2.36926 -1.13
H 5.11739 4.22675 3.99347 0.18
H 6.28410 5.96304 6.01197 0.39
H 5.54685 7.66011 7.64705 0.40
H 3.17761 8.23492 7.91502 0.40
H 1.42984 7.12782 6.54261 0.45
H 0.56172 4.19028 2.95728 0.62
H -0.18826 2.54173 1.25461 0.53
H 3.58429 0.91072 0.98088 0.57
H 4.48662 2.48488 2.63498 0.36
```

charge: +2
energy: -152685.70200 eV
2S+1: 2
Kohn-Sham gap (spin up / spin down): 0.2412 / 0.1563 Eh



Strongest force on any atom per entry: 0.67; 2.93; 4.69; 1.70 eV/Å
Energy above the lowest of the compared OMol25 structures with the same formula, charge and spin per entry: 13.0; 33.7; 76.8; 0.0 kcal/mol